1.
Computed, not measured: a structure of composition C8H25ClIN2P2STc, with wB97M-V/def2-TZVPD.

Output
**Largest force on an atom**: 5.39 eV/Å
**Frontier orbital gap (alpha / beta)**: 4.84 / 5.54 eV
**Net charge**: +3
**E_tot**: -63888.453 eV
**HOMO energy (alpha / beta)**: -18.4 / -18.5 eV
**Multiplicity**: 4

CARTESIAN COORDINATES (ANGSTROEM)
C -1.5464 -0.0071 -5.2505
I -1.1390 -0.0011 -3.1035
H -0.6035 0.0785 -5.7905
H -2.1985 0.8330 -5.4718
H -2.0379 -0.9455 -5.4862
Tc 0.1468 0.0496 0.1713
P 0.2142 2.2690 -0.2908
C -1.3857 3.1161 -0.1489
C 1.1905 3.0543 1.0295
H 1.2878 4.1170 0.7948
H 0.9863 3.9572 -1.8177
H 2.1786 2.5871 1.0643
H 1.9066 2.4407 -1.9993
H -1.8499 2.8951 0.8155
H 0.6836 2.9294 1.9917
C 0.9114 2.8676 -1.8571
H -1.1991 4.1896 -0.2341
H 0.2643 2.5526 -2.6797
H -2.0340 2.7733 -0.9581
P 0.1834 -2.2136 0.0912
C -1.3778 -3.1019 0.3299
C 0.8961 -3.0670 -1.3592
H 2.1765 -2.3764 1.4183
H 1.2851 -3.9262 1.3897
H 0.7083 -2.5836 2.4092
C 1.1893 -2.8400 1.4626
H 1.8874 -2.6600 -1.5697
H 0.9871 -4.1344 -1.1403
H -1.1771 -4.1739 0.4042
H -2.0325 -2.9014 -0.5190
H 0.2484 -2.9147 -2.2235
H -1.8532 -2.7546 1.2493
Cl 2.4103 0.0223 -0.1629
N -0.8377 -0.8688 4.3885
C -0.3225 0.0913 3.5959
N 0.8264 0.6147 4.0326
S -1.0789 0.4566 2.1141
H -0.5846 -0.9093 5.3725
H -1.7426 -1.2365 4.1293
H 1.3639 1.2197 3.4344
H 1.0925 0.4630 5.0106

Listed below, in e, are the natural (NBO) charges computed for each atom: atom 1 (C): -0.59, atom 2 (I): 0.00, atom 3 (H): 0.25, atom 4 (H): 0.26, atom 5 (H): 0.26, atom 6 (Tc): 0.58, atom 7 (P): 1.11, atom 8 (C): -0.94, atom 9 (C): -0.94, atom 10 (H): 0.30, atom 11 (H): 0.29, atom 12 (H): 0.27, atom 13 (H): 0.28, atom 14 (H): 0.26, atom 15 (H): 0.24, atom 16 (C): -0.94, atom 17 (H): 0.29, atom 18 (H): 0.28, atom 19 (H): 0.28, atom 20 (P): 1.05, atom 21 (C): -0.93, atom 22 (C): -0.92, atom 23 (H): 0.27, atom 24 (H): 0.30, atom 25 (H): 0.24, atom 26 (C): -0.93, atom 27 (H): 0.27, atom 28 (H): 0.28, atom 29 (H): 0.30, atom 30 (H): 0.28, atom 31 (H): 0.28, atom 32 (H): 0.25, atom 33 (Cl): -0.10, atom 34 (N): -0.70, atom 35 (C): 0.34, atom 36 (N): -0.70, atom 37 (S): 0.11, atom 38 (H): 0.45, atom 39 (H): 0.44, atom 40 (H): 0.44, atom 41 (H): 0.45

=====

2.
Computed, not measured: a cluster of 6 separate species, C29H54F16O17P3 in total, with wB97M-V/def2-TZVPD.

Output
**Largest force on an atom**: 4.77 eV/Å
**Frontier orbital gap**: 7.35 eV
**Net charge**: -1
**E_tot**: -137112.676 eV
**HOMO energy**: -5.1 eV
**Energy above the lowest of the compared OMol25 structures with the same formula, charge and spin**: 0.000 eV

CARTESIAN COORDINATES (ANGSTROEM)
O 0.9132 -0.6725 -1.0973
C 1.4796 0.2796 -0.2851
O 1.8986 1.3694 -0.7556
O 1.6595 0.0073 0.9321
H 0.7417 -1.2761 -0.3490
C -3.6019 4.4955 -2.7427
C -4.8066 4.2558 -3.6413
O -5.4682 3.0095 -3.4817
P -4.8956 1.6517 -4.0674
O -4.6981 1.6225 -5.5178
O -3.5785 1.4232 -3.1951
C -2.4401 0.7320 -3.7668
C -1.1603 1.0676 -2.9989
O -5.9616 0.5653 -3.5209
C -6.2725 0.5882 -2.1336
C -7.7286 0.8790 -1.9676
H -3.3081 5.5451 -2.7793
H -3.8453 4.3194 -1.6907
H -2.7156 3.8764 -2.8731
H -5.4812 5.1032 -3.4981
H -4.6379 4.3772 -4.7162
H -2.7635 -0.3104 -3.7506
H -2.2535 0.9996 -4.8072
H -1.1658 0.6975 -1.9730
H -0.3173 0.5808 -3.4832
H -1.1170 2.1547 -2.9300
H -6.0212 -0.3701 -1.6700
H -5.6519 1.2730 -1.5494
H -8.2946 0.0181 -2.3364
H -8.0755 1.0393 -0.9467
H -8.0708 1.7041 -2.5933
C 6.5897 -4.4426 3.1116
C 5.9355 -3.5979 4.1860
O 5.8770 -2.2522 3.7013
P 4.4312 -1.5867 3.3916
O 4.4672 -0.1853 2.9457
O 3.5763 -1.8378 4.7381
C 3.6405 -0.9884 5.8774
C 3.8175 -1.9134 7.0986
O 3.7644 -2.5922 2.3459
C 4.0462 -2.5071 0.9593
C 3.1765 -3.4410 0.1394
H 6.6082 -5.4921 3.4095
H 6.0520 -4.3616 2.1661
H 7.5955 -4.0963 2.8704
H 4.9697 -4.0400 4.4361
H 6.5315 -3.5321 5.0976
H 4.5127 -0.3383 5.9367
H 2.7075 -0.4384 5.9696
H 3.1258 -2.7598 7.0782
H 4.7875 -2.4058 7.2077
H 3.6779 -1.4666 8.0858
H 3.9047 -1.4917 0.5813
H 5.1156 -2.6994 0.8237
H 3.3028 -3.1980 -0.9156
H 3.4941 -4.4762 0.2815
H 2.1282 -3.3422 0.4174
C -0.0603 -1.6873 5.6041
C 0.3417 -1.5627 4.1413
O -0.5734 -0.6648 3.4780
P -0.4601 0.9325 3.8071
O 0.8556 1.5255 3.5966
O -1.0037 1.0623 5.3125
C -2.3835 0.8669 5.5892
C -2.8911 2.1842 6.0977
O -1.6768 1.4788 2.8966
C -1.5748 1.4451 1.4879
C -1.9379 2.8336 0.9761
H -1.1160 -1.4436 5.7159
H -0.0069 -2.7374 5.9012
H 0.5036 -1.0647 6.2965
H 1.3497 -1.1618 4.0527
H 0.3084 -2.5650 3.7200
H -2.9751 0.5146 4.7439
H -2.5515 0.1404 6.3899
H -2.9386 2.9283 5.3026
H -3.9126 2.1290 6.4931
H -2.3674 2.5403 6.9853
H -0.5351 1.3144 1.1685
H -2.1195 0.6510 0.9740
H -1.8497 2.9083 -0.1082
H -2.9116 3.2059 1.3042
H -1.2444 3.5754 1.3780
C 1.0841 -3.5276 -3.0536
C 0.6817 -2.9988 -4.4373
C 0.6804 -4.1088 -5.4995
F 0.0402 -5.2533 -5.1445
F 0.2060 -3.7143 -6.6993
F -0.5111 -2.3640 -4.4057
F 1.6059 -2.0811 -4.8166
O 0.1416 -4.5111 -2.6559
C -0.8126 -4.1482 -1.6908
C -1.6559 -5.3962 -1.3928
F -0.8958 -6.5109 -1.1875
F -2.6350 -5.2787 -0.5027
F -0.2693 -3.6033 -0.5843
F -1.5694 -3.1783 -2.2219
H 1.1488 -2.7599 -2.2810
H 2.0405 -4.0476 -3.1281
H 1.7232 -4.3818 -5.6898
H -2.1036 -5.6285 -2.3692
C 1.4670 3.7237 -3.2303
C 2.1624 2.8047 -4.2264
C 3.2322 1.9218 -3.5565
F 4.0774 1.3893 -4.4729
F 3.9954 2.6185 -2.6623
F 1.2819 1.9970 -4.8831
F 2.6956 3.5864 -5.2132
O 0.2392 4.3203 -3.6724
C 0.0979 5.6747 -3.3272
C -0.1240 5.8186 -1.8103
F -0.6300 7.0622 -1.5748
F -0.9572 4.9147 -1.2749
F 1.0657 6.4064 -3.8708
F -1.0426 5.9498 -4.0116
H 2.2201 4.4703 -2.9740
H 1.1961 3.1554 -2.3357
H 2.8573 1.0831 -2.9675
H 0.8002 5.7234 -1.2356

Atomic partial charges in e from the Mulliken method, atoms 1 to 99: atom 1 (O): 0.48, atom 2 (C): -0.20, atom 3 (O): -0.82, atom 4 (O): -0.41, atom 5 (H): -0.02, atom 6 (C): -0.30, atom 7 (C): -0.69, atom 8 (O): -0.18, atom 9 (P): 0.46, atom 10 (O): -0.81, atom 11 (O): 0.38, atom 12 (C): -0.90, atom 13 (C): 0.58, atom 14 (O): -0.41, atom 15 (C): -0.04, atom 16 (C): -1.27, atom 17 (H): 0.42, atom 18 (H): 0.29, atom 19 (H): -0.24, atom 20 (H): 0.35, atom 21 (H): 0.36, atom 22 (H): 0.39, atom 23 (H): 0.43, atom 24 (H): 0.04, atom 25 (H): 0.16, atom 26 (H): -0.63, atom 27 (H): 0.39, atom 28 (H): 0.17, atom 29 (H): 0.32, atom 30 (H): 0.35, atom 31 (H): 0.31, atom 32 (C): -1.12, atom 33 (C): -0.17, atom 34 (O): -0.41, atom 35 (P): 0.90, atom 36 (O): -0.78, atom 37 (O): -0.06, atom 38 (C): 0.00, atom 39 (C): -1.36, atom 40 (O): -0.25, atom 41 (C): -0.28, atom 42 (C): -0.92, atom 43 (H): 0.37, atom 44 (H): 0.18, atom 45 (H): 0.31, atom 46 (H): 0.25, atom 47 (H): 0.35, atom 48 (H): 0.36, atom 49 (H): 0.18, atom 50 (H): 0.31, atom 51 (H): 0.32, atom 52 (H): 0.42, atom 53 (H): 0.15, atom 54 (H): 0.46, atom 55 (H): 0.26, atom 56 (H): 0.46, atom 57 (H): 0.09, atom 58 (C): -1.32, atom 59 (C): 0.19, atom 60 (O): -0.36, atom 61 (P): 1.14, atom 62 (O): -0.78, atom 63 (O): -0.28, atom 64 (C): -0.14, atom 65 (C): -1.36, atom 66 (O): -0.35, atom 67 (C): 0.36, atom 68 (C): -1.06, atom 69 (H): 0.40, atom 70 (H): 0.42, atom 71 (H): 0.19, atom 72 (H): -0.04, atom 73 (H): 0.39, atom 74 (H): 0.34, atom 75 (H): 0.40, atom 76 (H): 0.29, atom 77 (H): 0.42, atom 78 (H): 0.31, atom 79 (H): -0.21, atom 80 (H): 0.28, atom 81 (H): 0.04, atom 82 (H): 0.39, atom 83 (H): 0.37, atom 84 (C): -0.29, atom 85 (C): 1.27, atom 86 (C): -0.15, atom 87 (F): -0.25, atom 88 (F): -0.28, atom 89 (F): -0.26, atom 90 (F): -0.33, atom 91 (O): -0.44, atom 92 (C): 1.02, atom 93 (C): -0.01, atom 94 (F): -0.27, atom 95 (F): -0.26, atom 96 (F): -0.16, atom 97 (F): -0.27, atom 98 (H): -0.23, atom 99 (H): 0.41

=====

3.
Computed, not measured: the ion C5H7N4O with charge +1, with wB97M-V/def2-TZVPD.

Output
**Largest force on an atom**: 5.21 eV/Å
**Frontier orbital gap**: 8.94 eV
**Net charge**: +1
**E_tot**: -13296.826 eV
**HOMO energy**: -11.9 eV
**Energy above the lowest of the compared OMol25 structures with the same formula, charge and spin**: 2.788 eV
**SMILES**: Nc1c[nH]c2n1cc[n+]2O

CARTESIAN COORDINATES (ANGSTROEM)
N 1.2041 2.0093 -1.3997
C 1.0887 0.9183 -0.5884
C 2.0010 0.1851 0.1250
N 1.3251 -0.9212 0.6076
C 0.0315 -0.7449 0.4325
N -0.1209 0.3121 -0.3925
C -1.4731 0.5708 -0.5546
C -2.1295 -0.3845 0.1935
N -1.1554 -1.2076 0.7622
O -1.1093 -2.0932 1.8209
H 2.0544 2.4596 -1.4366
H 0.3373 2.2801 -1.8952
H 2.9916 0.2793 0.1776
H 1.7868 -1.6731 1.2602
H -1.7777 1.4530 -0.9094
H -3.2921 -0.5339 0.1491
H -1.7627 -2.9090 1.6477

Listed below, in e, are the natural (NBO) charges computed for each atom: atom 1 (N): -0.80, atom 2 (C): 0.33, atom 3 (C): -0.15, atom 4 (N): -0.49, atom 5 (C): 0.52, atom 6 (N): -0.30, atom 7 (C): -0.07, atom 8 (C): -0.06, atom 9 (N): -0.06, atom 10 (O): -0.49, atom 11 (H): 0.42, atom 12 (H): 0.41, atom 13 (H): 0.23, atom 14 (H): 0.47, atom 15 (H): 0.24, atom 16 (H): 0.29, atom 17 (H): 0.51

=====

4.
Computed, not measured: a cluster of 2 separate species, C4H12 in total, with wB97M-V/def2-TZVPD.

Output
**Largest force on an atom**: 0.94 eV/Å
**Frontier orbital gap**: 12.87 eV
**Net charge**: 0
**E_tot**: -4342.395 eV
**HOMO energy**: -11.7 eV
**Energy above the lowest of the compared OMol25 structures with the same formula, charge and spin**: 0.133 eV
**SMILES**: CC.CC

CARTESIAN COORDINATES (ANGSTROEM)
C -0.8654 0.6285 1.3914
C -1.6874 1.9293 1.3761
H -1.4634 -0.2085 1.0121
H -0.0142 0.6632 0.7052
H -0.4941 0.4164 2.3917
H -2.7127 1.7431 1.7112
H -1.6915 2.3882 0.3957
H -1.2636 2.6536 2.0645
C 0.7653 -1.7285 -1.7010
C 1.8118 -0.8245 -1.0851
H 0.9228 -2.7928 -1.4800
H -0.2465 -1.4957 -1.3579
H 0.7623 -1.7079 -2.7858
H 1.4767 0.2062 -1.1033
H 2.7822 -0.8926 -1.5814
H 2.0944 -1.0915 -0.0639

Listed below, in e, are the natural (NBO) charges computed for each atom: atom 1 (C): -0.61, atom 2 (C): -0.61, atom 3 (H): 0.20, atom 4 (H): 0.20, atom 5 (H): 0.20, atom 6 (H): 0.20, atom 7 (H): 0.20, atom 8 (H): 0.20, atom 9 (C): -0.61, atom 10 (C): -0.61, atom 11 (H): 0.20, atom 12 (H): 0.20, atom 13 (H): 0.20, atom 14 (H): 0.20, atom 15 (H): 0.20, atom 16 (H): 0.21

=====

Which value of largest force on an atom does entry 4 give? 0.94 eV/Å